Entry from OMol25: a cluster of 2 separate species, CH8N4O in total at a distorted geometry (the ωB97M-V functional and the def2-TZVPD basis).

Geometry as XYZ:
```
14
Properties=species:S:1:pos:R:3:lowdin_charge:R:1
H 2.52100 -0.77013 0.86161 0.03
N 1.51928 -0.68531 0.69608 -0.04
N 1.25248 0.56886 0.57129 -0.13
N 0.12301 0.83145 -0.00012 -0.16
C -0.28518 2.21016 -0.05370 -0.10
H -0.51305 -0.13721 -0.32269 0.14
H -0.53041 2.50885 -1.07525 0.07
H 0.53064 2.83684 0.30469 0.07
H -1.16135 2.37054 0.57919 0.07
N -0.60344 -1.64024 -0.73476 -0.08
O -1.20416 -2.46729 0.26951 -0.11
H 0.41980 -1.65936 -0.48357 0.05
H -0.73828 -2.13033 -1.61720 0.10
H -1.33034 -1.83683 1.00492 0.09
```

The spin multiplicity is 1. Its calculated total energy is -9170.6707 eV. As for the largest force on an atom: 2.75 eV/A. As for the relative energy (zero: lowest compared OMol25 entry of this formula, charge and spin): 279.6 kJ/mol. Its LUMO energy is 1.0834 eV. As for the net charge: 0. Its SMILES is [H]/N=N/NC.NO. The calculation puts the gap between HOMO and LUMO at 9.6898 eV.